Record 1
DFT (ωB97M-V with the def2-TZVPD basis set) results for 3 unconnected molecules or ions with the total composition C23H38ClN2O6 at a distorted geometry.

Geometry as XYZ:
```
70
Properties=species:S:1:pos:R:3:forces:R:3:lowdin_charge:R:1
C -3.078 0.380 2.118 5.1 -2.1 -4.9 0.147
C -2.316 -0.013 1.104 -1.7 2.0 4.3 -0.039
C -1.122 -0.336 0.064 0.9 0.0 -1.2 -0.068
C -0.668 0.769 -0.969 0.6 -3.8 1.5 0.091
N 0.424 0.508 -1.916 -2.0 -3.0 2.5 -0.132
N 0.792 1.546 -2.789 0.2 1.1 1.0 -0.040
C 1.467 2.617 -1.937 1.4 1.0 0.0 -0.165
C 2.634 2.044 -0.978 0.3 -0.2 0.6 -0.196
C 2.197 1.787 0.557 1.0 0.6 0.8 -0.255
C 1.621 3.143 1.295 0.4 -1.1 -0.7 -0.113
C 1.143 -0.794 -1.984 -1.2 -0.3 1.5 -0.360
Cl 2.436 -0.887 -3.299 -2.4 0.0 2.4 0.692
C 0.826 -2.000 -1.009 -2.0 2.7 0.5 -0.025
C 1.599 -3.410 -1.045 0.1 -0.5 0.2 -0.138
C 3.215 -3.303 -1.104 0.3 0.2 -0.5 -0.220
C 3.994 -4.227 -0.021 0.9 0.6 -0.5 -0.135
C 4.872 -3.219 0.906 -0.2 0.4 -1.1 -0.205
O 5.299 -3.839 2.167 -1.5 3.0 0.7 -0.105
C 4.705 -2.987 3.191 -4.1 -2.9 2.1 -0.218
O 3.662 -3.397 3.791 5.0 2.1 -2.8 0.035
C -0.359 -1.743 0.046 0.5 2.7 -2.0 0.072
C -0.862 -2.836 1.117 0.0 -2.5 3.2 -0.334
O -0.168 -3.346 2.046 -2.7 2.8 -4.9 0.094
O -2.254 -3.232 1.026 3.3 2.0 -1.0 0.063
H -3.481 0.701 3.158 0.6 -0.8 -2.6 0.094
H -1.193 1.791 -0.960 1.1 -1.7 -0.2 0.162
H -0.064 1.959 -3.217 0.7 -0.7 0.4 0.147
H 0.709 3.219 -1.300 1.1 -1.0 -1.0 0.116
H 1.977 3.348 -2.685 -1.1 -1.3 1.2 0.140
H 3.112 1.059 -1.365 -0.9 1.8 0.3 0.085
H 3.499 2.827 -0.945 -1.7 -1.3 -0.2 0.130
H 3.182 1.540 1.137 -1.7 0.3 -1.2 0.115
H 1.508 0.873 0.719 1.0 1.5 -0.4 0.085
H 0.471 3.180 1.168 1.9 0.3 0.4 0.056
H 1.914 3.063 2.413 -0.7 0.4 -1.9 0.086
H 2.154 4.048 0.785 -1.2 -1.5 1.1 0.092
H 1.274 -4.056 -1.953 0.2 1.4 1.5 0.140
H 1.342 -4.027 -0.085 0.1 1.4 -1.7 0.125
H 3.493 -2.187 -0.960 -0.2 -1.8 -0.2 0.084
H 3.589 -3.611 -2.166 -0.8 0.7 1.9 0.117
H 4.764 -4.870 -0.619 -1.5 0.9 1.3 0.128
H 3.293 -4.919 0.575 1.2 1.3 -0.8 0.129
H 5.813 -2.864 0.321 -1.6 -0.7 0.9 0.143
H 4.239 -2.251 1.088 1.0 -1.8 -0.1 0.121
H 5.155 -1.968 3.480 -0.2 -1.6 -0.9 0.165
H -2.693 -2.715 0.295 0.3 -0.6 0.6 0.086
C -3.036 -3.269 -3.483 -0.1 -0.3 0.1 -0.053
C -3.849 -2.085 -2.984 0.5 -0.1 -0.5 -0.477
C -3.685 -0.878 -3.892 -0.3 0.2 0.0 -0.056
O -3.428 -1.744 -1.663 0.2 0.0 0.7 -0.076
H -1.967 -3.028 -3.504 0.0 0.1 -0.1 0.074
H -3.154 -4.126 -2.813 -0.1 0.1 -0.1 0.085
H -3.346 -3.565 -4.488 0.1 0.0 0.1 0.089
H -4.906 -2.363 -2.928 0.1 0.1 0.2 0.148
H -2.639 -0.553 -3.927 0.1 -0.2 -0.1 0.070
H -4.266 -0.031 -3.515 0.0 -0.1 -0.1 0.084
H -4.015 -1.102 -4.910 0.1 0.0 0.1 0.089
H -2.493 -1.497 -1.702 -0.3 0.0 -0.3 0.041
C -3.581 5.754 2.999 -0.3 0.1 -0.2 -0.059
C -2.973 4.370 2.833 0.3 0.5 0.4 -0.508
C -2.249 3.927 4.095 0.0 -0.3 0.1 -0.065
O -2.054 4.384 1.741 0.2 -0.3 -0.4 -0.084
H -2.805 6.500 3.200 0.0 -0.1 0.1 0.085
H -4.087 6.064 2.080 0.0 -0.1 0.1 0.083
H -4.303 5.771 3.820 0.1 0.0 -0.1 0.085
H -3.760 3.650 2.588 0.2 0.0 -0.2 0.129
H -1.427 4.609 4.335 -0.1 0.1 0.0 0.085
H -1.807 2.936 3.956 -0.1 0.0 0.0 0.067
H -2.932 3.890 4.949 0.1 0.0 0.0 0.085
H -1.354 5.020 1.949 -0.2 -0.1 0.0 0.085
```
Positions in Å, forces in eV/Å.

The HOMO energy is -12.552 eV. The LUMO energy comes out at -5.31 eV. The calculation puts the frontier orbital gap at 7.24 eV. The total charge is +1. The spin multiplicity is 1.



Record 2
DFT (ωB97M-V with the def2-TZVPD basis set) results for a molecular structure, C45H47As2CaN7O4PS at a distorted geometry.

Geometry as XYZ:
```
108
Properties=species:S:1:pos:R:3:forces:R:3:lowdin_charge:R:1
Ca -0.102 0.021 0.450 1.6 2.2 -2.0 0.915
O 1.730 -2.076 -0.579 0.1 -0.2 -0.1 -0.131
N 1.874 -1.133 0.431 0.6 -0.4 0.3 -0.156
C 2.978 -1.264 1.044 0.1 -0.3 -0.3 -0.070
C 3.500 -0.431 2.121 0.0 0.3 0.3 -0.186
C 4.683 -0.916 2.696 -0.1 0.0 -0.1 -0.029
C 5.323 -0.249 3.719 0.0 0.1 0.1 -0.056
C 4.781 0.932 4.200 0.0 -0.1 0.0 -0.045
C 3.612 1.421 3.645 -0.1 0.0 0.0 -0.078
C 2.951 0.768 2.607 0.0 -0.2 0.1 -0.261
P 1.496 1.634 1.858 1.4 1.1 1.0 1.055
C 2.471 3.012 1.128 -0.2 -0.1 -0.2 -0.345
C 2.877 2.825 -0.193 0.0 0.0 0.1 -0.117
C 3.725 3.732 -0.807 0.1 0.0 -0.1 -0.075
C 4.177 4.841 -0.108 0.0 0.0 0.0 -0.071
C 3.762 5.043 1.200 0.0 0.0 0.0 -0.063
C 2.914 4.137 1.817 0.0 0.0 0.0 -0.088
C 0.712 2.365 3.333 -0.1 0.1 0.0 -0.376
C 0.550 1.615 4.497 0.0 0.0 0.0 -0.099
C -0.105 2.160 5.589 0.0 0.0 0.0 -0.062
C -0.616 3.450 5.529 0.0 0.0 0.0 -0.070
C -0.478 4.194 4.368 -0.1 0.0 0.0 -0.070
C 0.174 3.650 3.272 0.1 -0.1 0.0 -0.115
H 0.761 -2.304 -0.649 0.1 -0.2 0.1 0.028
H 3.619 -2.095 0.746 -0.1 0.1 -0.1 0.141
H 5.106 -1.840 2.322 0.0 0.0 0.0 0.115
H 6.237 -0.647 4.138 0.0 0.0 0.0 0.113
H 5.270 1.474 4.997 0.0 0.0 0.0 0.114
H 3.199 2.343 4.030 0.0 0.0 0.0 0.105
H 2.523 1.954 -0.736 0.0 0.1 0.0 0.035
H 4.037 3.569 -1.830 0.0 0.0 0.0 0.098
H 4.849 5.548 -0.575 0.0 0.0 0.0 0.108
H 4.107 5.910 1.746 0.0 0.0 0.0 0.110
H 2.595 4.326 2.833 0.0 0.0 0.0 0.100
H 0.927 0.602 4.547 0.0 0.0 0.0 0.103
H -0.212 1.579 6.495 0.0 0.0 0.0 0.109
H -1.122 3.873 6.386 0.0 0.0 0.0 0.108
H -0.882 5.197 4.314 0.0 0.0 0.0 0.114
H 0.283 4.234 2.366 0.0 0.1 0.0 0.102
N -5.776 -3.562 5.422 0.0 0.0 0.0 0.128
C -4.777 -2.941 4.741 0.1 0.1 -0.1 -0.306
C -5.076 -1.982 3.759 0.0 0.0 0.0 -0.014
C -4.062 -1.335 3.091 0.0 0.1 0.0 -0.059
C -2.739 -1.627 3.394 0.3 0.3 -0.2 -0.319
C -2.421 -2.581 4.350 0.1 0.1 0.1 -0.061
C -3.432 -3.229 5.023 0.0 0.0 0.0 -0.015
S -1.490 -0.925 2.393 -1.3 -1.3 1.2 0.560
O -0.166 -1.088 2.960 0.0 -0.1 0.3 -0.310
O -1.802 0.482 2.116 -0.2 0.0 -0.1 -0.425
N -1.471 -1.564 0.931 -1.2 -0.5 0.8 -0.286
C -1.449 -2.885 0.643 0.0 -1.1 -0.2 -0.461
N -2.112 -3.780 1.387 0.0 0.3 0.0 0.156
C -2.122 -5.032 0.960 0.0 -0.1 -0.1 -0.103
C -1.473 -5.448 -0.194 0.0 0.1 0.0 -0.037
C -0.766 -4.470 -0.867 0.0 -0.1 0.0 -0.105
N -0.748 -3.204 -0.468 0.0 0.3 0.3 0.082
H -6.734 -3.404 5.172 0.0 -0.1 0.0 0.103
H -5.567 -4.298 6.070 -0.1 0.0 0.0 0.104
H -6.111 -1.760 3.533 0.0 0.0 0.0 0.116
H -4.283 -0.593 2.334 -0.1 0.0 0.0 0.114
H -1.381 -2.796 4.553 0.0 -0.1 0.0 0.119
H -3.201 -3.974 5.774 0.1 0.0 0.0 0.116
H -2.678 -5.729 1.576 0.0 -0.1 0.0 0.117
H -1.493 -6.472 -0.529 0.0 0.0 0.0 0.104
H -0.175 -4.692 -1.748 0.0 -0.1 0.0 0.122
C 2.985 1.040 -3.606 -0.2 0.0 0.3 -0.305
As 1.400 0.240 -2.708 0.3 0.0 -0.7 1.147
C 1.603 -1.541 -3.522 0.0 0.0 0.2 -0.293
C -0.023 0.798 -3.940 -0.1 0.0 0.2 -0.440
C 0.249 1.180 -5.251 0.1 0.0 0.0 -0.110
C -0.772 1.493 -6.133 0.0 0.0 0.0 -0.071
C -2.091 1.430 -5.709 0.0 0.0 0.0 -0.071
C -2.374 1.046 -4.409 -0.1 0.0 0.1 -0.109
C -1.355 0.726 -3.518 0.2 0.0 0.2 -0.418
As -1.772 0.033 -1.724 -1.3 -0.1 -1.7 1.092
C -3.391 1.047 -1.270 0.0 0.0 0.1 -0.266
C -2.707 -1.572 -2.367 0.1 0.0 0.1 -0.277
H 3.208 0.559 -4.558 -0.1 0.0 0.0 0.023
H 3.846 0.904 -2.949 -0.1 0.0 0.0 0.021
H 2.840 2.110 -3.764 0.0 0.0 0.0 0.020
H 1.704 -1.460 -4.604 -0.1 0.1 0.0 0.033
H 0.717 -2.132 -3.285 0.0 0.0 0.0 0.011
H 2.476 -2.039 -3.105 0.0 0.0 0.0 0.024
H 1.275 1.228 -5.594 0.0 0.0 0.0 0.091
H -0.539 1.781 -7.150 0.0 0.0 0.0 0.109
H -2.895 1.672 -6.391 0.0 0.0 0.0 0.109
H -3.408 0.993 -4.086 0.0 0.0 0.0 0.095
H -4.235 0.775 -1.904 0.1 0.0 0.0 0.031
H -3.218 2.120 -1.340 0.0 0.0 0.0 0.024
H -3.640 0.803 -0.236 0.0 0.0 0.0 0.018
H -3.486 -1.280 -3.071 0.0 0.0 0.0 0.028
H -3.152 -2.102 -1.526 0.0 0.0 0.0 0.023
H -2.007 -2.238 -2.869 0.0 0.0 0.0 0.019
N -3.224 3.340 2.439 -0.1 0.0 0.1 0.205
C -2.879 4.422 1.703 0.0 0.0 0.0 -0.507
O -3.279 5.541 1.963 0.1 0.0 0.0 0.065
C -1.987 4.186 0.515 0.1 0.0 -0.1 -0.113
C -1.822 5.202 -0.421 0.0 -0.1 0.1 0.025
C -1.001 4.975 -1.513 0.0 0.0 0.0 -0.019
C -0.369 3.745 -1.630 0.1 -0.1 -0.1 -0.121
N -0.507 2.768 -0.737 0.0 -0.2 0.2 0.038
C -1.298 3.000 0.309 0.0 0.2 -0.1 -0.164
H -3.772 3.526 3.262 0.0 0.0 0.0 0.122
H -2.858 2.410 2.316 0.1 0.0 0.0 0.062
H -2.344 6.137 -0.273 0.0 0.0 0.0 0.129
H -0.855 5.732 -2.270 0.0 0.0 0.0 0.113
H 0.278 3.522 -2.471 0.0 0.1 0.0 0.108
H -1.379 2.184 1.010 -0.2 0.1 0.2 0.048
```
Positions in Å, forces in eV/Å.

The HOMO energy is -10.421 eV. The LUMO energy comes out at -2.34 eV. The calculation puts the frontier orbital gap at 8.08 eV. The total charge is +1. The spin multiplicity is 1. The relative energy (zero: lowest compared OMol25 entry of this formula, charge and spin) comes out at 1.510 eV.